{"formula": "C28H40AsBaIN5O2S", "method": "ωB97M-V/def2-TZVPD", "relative_energy_kcal_mol": 0.00, "total_charge": -1, "gap_ha": 0.163, "elements": ["Ba", "I", "As", "S", "O", "O", "N", "N", "N", "N", "N", "C", "C", "C", "C", "C", "C", "C", "C", "C", "C", "C", "C", "C", "C", "C", "C", "C", "C", "C", "C", "C", "C", "C", "C", "C", "C", "C", "C", "H", "H", "H", "H", "H", "H", "H", "H", "H", "H", "H", "H", "H", "H", "H", "H", "H", "H", "H", "H", "H", "H", "H", "H", "H", "H", "H", "H", "H", "H", "H", "H", "H", "H", "H", "H", "H", "H", "H", "H"], "coordinates": [[10.80, 8.47, 13.01], [8.16, 9.49, 17.19], [7.10, 7.38, 11.29], [8.19, 6.32, 12.81], [8.99, 15.85, 13.65], [10.36, 10.12, 15.19], [10.57, 9.29, 10.81], [11.80, 13.43, 15.66], [7.22, 11.27, 14.60], [13.19, 10.19, 13.31], [12.99, 7.18, 11.44], [11.77, 11.12, 7.24], [14.06, 10.35, 12.16], [5.21, 7.38, 11.79], [14.71, 9.04, 11.70], [11.52, 9.76, 7.30], [8.37, 11.60, 14.12], [12.68, 11.32, 16.39], [10.81, 7.65, 8.46], [8.56, 14.57, 14.14], [7.16, 6.43, 9.60], [6.47, 11.71, 18.25], [10.82, 12.05, 10.79], [6.84, 11.81, 15.82], [13.77, 8.27, 10.75], [10.46, 11.39, 15.26], [7.51, 9.22, 10.99], [11.51, 11.92, 8.40], [10.86, 9.85, 9.68], [9.63, 13.69, 14.72], [11.63, 12.12, 15.68], [5.58, 12.87, 18.17], [11.06, 11.28, 9.56], [5.42, 13.43, 16.93], [6.01, 12.98, 15.82], [6.99, 11.22, 17.07], [10.86, 14.19, 15.16], [9.45, 12.31, 14.79], [11.10, 9.12, 8.46], [10.70, 7.22, 7.45], [14.41, 7.84, 10.00], [8.61, 9.37, 10.82], [7.28, 9.78, 11.93], [13.57, 11.92, 16.35], [13.13, 8.93, 10.20], [9.90, 7.47, 9.01], [6.27, 6.72, 9.01], [12.35, 6.81, 10.77], [9.17, 16.35, 14.48], [8.14, 6.54, 9.18], [11.71, 7.23, 8.96], [12.31, 11.61, 6.41], [11.77, 9.14, 6.41], [7.74, 14.72, 14.92], [15.10, 8.37, 12.41], [4.85, 6.36, 12.01], [10.88, 13.12, 10.80], [9.76, 11.89, 11.15], [11.79, 12.97, 8.51], [7.04, 5.42, 9.94], [4.78, 14.32, 16.85], [12.28, 11.21, 17.39], [5.06, 7.97, 12.72], [4.59, 7.75, 10.97], [8.58, 11.10, 13.14], [14.82, 11.12, 12.38], [11.40, 11.75, 11.70], [12.83, 10.31, 15.91], [5.05, 13.12, 19.10], [13.71, 10.11, 14.15], [13.62, 6.41, 11.70], [13.52, 10.74, 11.31], [11.00, 15.27, 15.10], [6.55, 11.20, 19.20], [12.48, 10.92, 13.37], [5.75, 13.43, 14.87], [7.99, 14.13, 13.32], [6.98, 9.58, 10.10], [15.59, 9.33, 11.09]], "lowdin_charge": [1.495, 1.014, 0.666, -0.089, -0.084, -0.399, -0.403, 0.093, 0.110, -0.056, -0.075, -0.166, -0.264, -0.284, -0.179, -0.129, -0.098, -0.049, -0.077, -0.211, -0.244, -0.150, -0.103, -0.339, -0.260, -0.424, -0.276, -0.084, -0.495, -0.140, -0.295, -0.084, -0.268, -0.155, -0.057, -0.654, -0.140, -0.101, -0.274, 0.074, 0.095, -0.017, 0.028, 0.063, 0.083, 0.021, 0.047, 0.014, 0.096, 0.007, 0.061, 0.069, 0.095, 0.123, 0.089, 0.033, 0.059, 0.071, 0.090, 0.013, 0.107, 0.083, 0.046, 0.025, 0.108, 0.108, 0.055, 0.069, 0.101, 0.043, 0.067, 0.098, 0.098, 0.080, 0.043, 0.112, 0.119, 0.043, 0.110]}

=====

{"formula": "C5H24BClCuN10O5", "method": "ωB97M-V/def2-TZVPD", "relative_energy_kcal_mol": 73.01, "gap_ha": [0.312, 0.127], "s2": 0.754, "multiplicity": 2, "elements": ["Cu", "Cl", "O", "O", "O", "O", "O", "N", "N", "N", "N", "N", "N", "N", "N", "N", "N", "C", "C", "C", "C", "C", "B", "H", "H", "H", "H", "H", "H", "H", "H", "H", "H", "H", "H", "H", "H", "H", "H", "H", "H", "H", "H", "H", "H", "H", "H"], "coordinates": [[0.99, -0.30, 3.02], [0.26, -0.19, 0.52], [0.56, 4.83, -0.55], [-4.00, 2.35, -1.57], [-1.36, -3.41, -1.88], [3.64, 1.56, -2.12], [-4.34, -1.75, 1.47], [-3.82, -3.65, 0.54], [-1.91, 2.67, -1.04], [3.34, -0.34, -1.11], [-3.04, 1.51, 0.27], [5.34, 0.28, -1.68], [0.28, -4.78, -2.21], [1.71, 2.98, -0.21], [0.72, -3.09, -1.00], [-2.45, -2.05, 0.33], [-0.08, 3.40, 0.98], [0.75, 3.81, 0.02], [-3.00, 2.06, -0.88], [4.08, 0.55, -1.64], [-3.66, -2.41, 0.69], [-0.23, -3.81, -1.64], [0.68, 1.83, 3.74], [3.67, -1.18, -0.65], [-1.89, -2.70, -0.20], [0.10, 1.51, 2.89], [-4.70, -4.03, 0.87], [6.02, 0.93, -2.03], [-2.15, 1.16, 0.62], [2.35, -0.18, -1.14], [-1.82, 3.39, -1.75], [0.37, -2.27, -0.52], [0.39, 1.23, 4.59], [2.50, 3.10, -0.83], [-1.22, 2.39, -0.36], [-3.89, 1.39, 0.80], [1.72, 1.67, 3.48], [-0.96, 3.86, 1.16], [-0.37, -5.48, -2.53], [-3.33, -4.25, -0.11], [0.25, 2.73, 1.67], [0.41, 2.87, 3.84], [-1.91, -1.21, 0.48], [1.25, -5.02, -2.05], [1.68, -3.39, -1.09], [5.64, -0.60, -1.29], [1.45, 2.05, 0.10]], "lowdin_charge": [0.339, 0.055, 0.056, 0.368, 0.016, 0.038, -0.005, 0.168, 0.254, 0.177, 0.264, 0.174, 0.180, 0.205, 0.154, 0.152, 0.142, -0.815, -0.612, -0.841, -0.798, -0.775, -0.415, 0.112, 0.041, -0.120, 0.124, 0.128, 0.082, 0.050, 0.166, -0.031, -0.050, 0.106, 0.079, 0.158, -0.046, 0.125, 0.140, 0.112, 0.026, -0.028, -0.016, 0.126, 0.098, 0.110, 0.027]}

=====

{"formula": "C3H4N2S", "method": "ωB97M-V/def2-TZVPD", "relative_energy_kcal_mol": 61.45, "gap_ha": 0.295, "elements": ["S", "N", "N", "C", "C", "C", "H", "H", "H", "H"], "coordinates": [[0.13, 2.52, -0.06], [0.55, -0.18, -0.59], [-1.23, 0.48, 0.55], [-0.01, -1.38, -0.10], [-1.15, -0.92, 0.52], [-0.24, 0.86, -0.15], [1.89, 2.67, 0.39], [0.45, -2.28, -0.31], [1.39, -0.18, -1.31], [-1.79, -1.59, 1.05]], "lowdin_charge": [0.681, 0.013, 0.030, -0.079, -0.142, -0.934, 0.060, 0.078, 0.207, 0.087]}

=====

{"formula": "C5H8N2", "method": "ωB97M-V/def2-TZVPD", "relative_energy_kcal_mol": 143.97, "gap_ha": [0.288, 0.289], "elements": ["N", "N", "C", "C", "C", "C", "C", "H", "H", "H", "H", "H", "H", "H", "H"], "coordinates": [[-0.62, -2.92, 0.93], [-0.74, 0.28, -0.46], [0.72, 0.46, 0.93], [0.83, -0.53, -1.28], [0.00, 1.47, 0.06], [-0.58, -0.30, 0.90], [-0.61, -1.77, 0.95], [1.21, 0.73, 1.86], [-0.73, 2.13, 0.56], [0.55, -0.09, -2.24], [1.87, -0.37, -1.04], [0.54, 2.04, -0.71], [-1.68, 0.39, -0.85], [-1.40, 0.11, 1.53], [0.54, -1.57, -1.20]], "lowdin_charge": [0.150, -0.064, -0.115, 0.089, -0.221, -0.374, -0.173, 0.071, 0.109, 0.051, 0.035, 0.106, 0.150, 0.142, 0.043]}

=====

{"formula": "C22H28N2O5S2", "method": "ωB97M-V/def2-TZVPD", "relative_energy_kcal_mol": 2.15, "gap_ha": 0.308, "smiles": "CCOc1ccc(N(CC(=O)NC[C@@H]2CCCO2)S(=O)(=O)c2ccc(SC)cc2)cc1", "elements": ["S", "S", "O", "O", "O", "O", "O", "N", "N", "C", "C", "C", "C", "C", "C", "C", "C", "C", "C", "C", "C", "C", "C", "C", "C", "C", "C", "C", "C", "C", "C", "H", "H", "H", "H", "H", "H", "H", "H", "H", "H", "H", "H", "H", "H", "H", "H", "H", "H", "H", "H", "H", "H", "H", "H", "H", "H", "H", "H"], "coordinates": [[-2.29, 0.12, -2.91], [-1.82, 4.44, 1.63], [-1.54, 0.50, -4.07], [-2.07, -3.47, 0.50], [-3.64, -0.33, -3.09], [-0.24, 0.90, 1.30], [3.98, -0.95, -1.05], [-1.50, -1.12, -2.08], [-1.89, -1.22, 0.64], [-3.10, 1.33, -0.61], [-2.30, -2.19, -1.53], [-0.11, -1.13, -1.88], [0.54, -2.26, -1.38], [-1.32, -1.13, 1.96], [2.01, 0.02, -1.86], [1.89, -2.25, -1.11], [2.65, -1.10, -1.33], [0.71, -0.10, 3.20], [5.04, -2.98, -1.91], [0.01, -0.38, 1.87], [-1.39, 3.49, -0.87], [0.66, 0.00, -2.13], [4.75, -2.08, -0.71], [-2.26, 3.45, 3.09], [-3.00, 2.24, 0.42], [-2.06, -2.38, -0.03], [-2.30, 1.46, -1.73], [0.93, 1.65, 1.55], [-2.10, 3.30, 0.32], [1.40, 1.26, 2.96], [-1.49, 2.57, -1.89], [2.34, -3.15, -0.71], [5.54, -2.41, -2.68], [1.42, -0.89, 3.45], [4.28, -2.65, 0.10], [-0.94, 2.70, -2.81], [5.68, -3.80, -1.61], [-3.80, 0.51, -0.55], [0.67, 2.71, 1.46], [-0.02, -0.03, 4.00], [0.20, 0.88, -2.56], [2.48, 1.18, 3.00], [5.69, -1.66, -0.33], [2.60, 0.90, -2.05], [4.12, -3.38, -2.32], [-0.74, 4.35, -0.96], [0.68, -0.94, 1.19], [-2.11, -3.14, -2.03], [-1.82, -0.36, 0.11], [-1.84, 2.45, 2.97], [1.08, 1.99, 3.70], [-3.34, -1.92, -1.71], [-1.81, 3.95, 3.94], [-1.19, -2.14, 2.35], [-2.01, -0.57, 2.62], [-0.01, -3.17, -1.19], [-3.34, 3.41, 3.22], [-3.62, 2.13, 1.30], [1.69, 1.40, 0.80]], "lowdin_charge": [0.708, 0.901, -0.260, 0.069, -0.275, -0.121, -0.057, -0.162, 0.089, -0.073, -0.090, -0.237, -0.008, -0.093, 0.011, -0.017, -0.278, -0.109, -0.063, -0.316, -0.089, -0.010, -0.251, -0.371, -0.077, -0.494, -0.266, -0.184, -0.548, -0.130, -0.056, 0.111, 0.080, 0.115, 0.114, 0.118, 0.077, 0.123, 0.103, 0.112, 0.074, 0.108, 0.122, 0.124, 0.067, 0.110, 0.148, 0.141, 0.091, 0.024, 0.103, 0.120, 0.034, 0.135, 0.130, 0.112, 0.034, 0.108, 0.118]}

=====

{"formula": "C23H32N4O", "method": "ωB97M-V/def2-TZVPD", "relative_energy_kcal_mol": 33.32, "gap_ha": 0.324, "smiles": "C[C@@H](CN1CCC(n2nccc2NC(=O)C2CCCC2)CC1)c1ccccc1", "elements": ["O", "N", "N", "N", "N", "C", "C", "C", "C", "C", "C", "C", "C", "C", "C", "C", "C", "C", "C", "C", "C", "C", "C", "C", "C", "C", "C", "C", "H", "H", "H", "H", "H", "H", "H", "H", "H", "H", "H", "H", "H", "H", "H", "H", "H", "H", "H", "H", "H", "H", "H", "H", "H", "H", "H", "H", "H", "H", "H", "H"], "coordinates": [[3.16, -0.33, 1.55], [4.25, 0.49, -0.25], [2.77, 3.71, 0.03], [-1.28, 1.25, -0.41], [2.73, 2.38, 0.06], [4.40, -1.87, 0.16], [3.13, -3.96, 0.43], [-2.67, 0.89, -0.57], [4.02, -2.96, 1.18], [4.02, 4.05, -0.22], [1.04, 0.98, -1.03], [-0.94, 1.91, 0.83], [0.37, 2.67, 0.66], [-4.82, 0.02, 0.27], [-5.63, 0.76, 1.13], [-3.33, -0.03, 0.49], [2.56, -3.14, -0.72], [-7.58, 0.17, -0.14], [3.75, -2.31, -1.17], [3.95, 1.85, -0.16], [-6.78, -0.57, -1.00], [-0.29, 0.26, -0.78], [-5.42, -0.64, -0.79], [1.47, 1.69, 0.25], [-2.81, -1.47, 0.45], [-6.99, 0.83, 0.93], [4.82, 2.91, -0.36], [3.87, -0.51, 0.59], [3.46, -2.49, 1.99], [-0.83, 1.19, 1.66], [2.16, -3.76, -1.52], [1.76, -2.49, -0.36], [-1.74, 2.61, 1.07], [1.79, 0.25, -1.34], [2.36, -4.39, 1.07], [3.74, -4.78, 0.03], [-0.62, -0.25, -1.69], [-2.78, 0.43, -1.56], [4.98, 0.28, -0.92], [-3.48, -2.12, 1.01], [-7.23, -1.09, -1.83], [-8.64, 0.22, -0.29], [0.65, 3.17, 1.58], [0.91, 1.71, -1.83], [-3.11, 0.39, 1.48], [-1.82, -1.54, 0.90], [1.61, 0.95, 1.04], [-4.81, -1.22, -1.48], [4.90, -3.44, 1.61], [5.87, 2.86, -0.56], [4.45, -2.94, -1.73], [4.30, 5.08, -0.29], [3.47, -1.47, -1.80], [-2.74, -1.84, -0.57], [-0.13, -0.49, 0.01], [5.49, -1.78, 0.05], [-5.18, 1.28, 1.96], [0.26, 3.42, -0.12], [-3.24, 1.83, -0.58], [-7.60, 1.41, 1.60]], "lowdin_charge": [0.080, 0.155, 0.079, -0.165, -0.042, -0.219, -0.183, -0.155, -0.138, -0.150, -0.101, -0.183, -0.127, -0.222, -0.038, -0.309, -0.186, -0.098, -0.153, -0.237, -0.083, -0.191, -0.042, -0.265, -0.054, -0.087, -0.015, -0.433, 0.106, 0.127, 0.110, 0.106, 0.126, 0.097, 0.108, 0.109, 0.126, 0.125, 0.155, 0.085, 0.101, 0.099, 0.118, 0.130, 0.126, 0.064, 0.131, 0.110, 0.111, 0.093, 0.118, 0.097, 0.100, 0.076, 0.110, 0.144, 0.111, 0.115, 0.129, 0.101]}

=====

{"formula": "CH2FPS2", "method": "ωB97M-V/def2-TZVPD", "relative_energy_kcal_mol": 115.47, "gap_ha": [0.242, 0.239], "elements": ["S", "S", "P", "F", "C", "H", "H"], "coordinates": [[0.30, -0.76, -0.78], [-2.94, -0.39, 0.35], [1.42, 0.44, 0.61], [-1.07, 1.43, -1.02], [-1.10, 0.07, -1.21], [1.05, -0.37, 1.74], [2.34, -0.42, 0.31]], "lowdin_charge": [0.517, 0.174, 0.571, -0.171, -0.747, -0.111, -0.233]}

=====

{"formula": "C2HCsFO3", "method": "ωB97M-V/def2-TZVPD", "total_charge": 1, "gap_ha": 0.403, "elements": ["Cs", "F", "O", "O", "O", "C", "C", "H"], "coordinates": [[1.16, -1.19, 0.13], [-2.28, 1.35, 1.63], [-3.18, 2.81, 0.24], [-1.42, 1.52, -0.31], [5.15, -4.65, -0.61], [4.31, -3.92, -0.47], [-2.43, 1.92, 0.45], [-1.30, 2.15, -1.05]], "lowdin_charge": [0.941, 0.159, 0.206, 0.105, 0.063, -0.010, -0.618, 0.155]}